## w
The following is a quantum chemistry calculation of a cluster of 2 separate species, C5H11NO2 in total, from the Open Molecules 2025 dataset.

Bonds (Å) are listed after each position.
Cartesian coordinates (Å):
1 O 2.379 -0.383 0.477  C2 1.269
2 C 1.936 0.774 0.204  O1 1.269, N3 1.603, H8 1.094, H9 1.109
3 N 1.118 0.560 -1.159  C2 1.603, C4 1.351, H18 1.018
4 C 0.057 -0.260 -1.322  N3 1.351, C5 1.558, H10 1.102, H11 1.196
5 C -0.420 -1.039 -0.060  C4 1.558, C6 1.493, H12 1.092, H13 1.093
6 C -1.111 -0.289 1.031  C5 1.493, C7 1.331, H14 1.077
7 C -0.472 -0.215 2.196  C6 1.331, H15 1.086, H16 1.076
8 H 2.624 1.583 -0.059  C2 1.094
9 H 1.175 1.208 0.884  C2 1.109
10 H 0.259 -1.010 -2.104  C4 1.102
11 H -0.903 0.388 -1.619  C4 1.196
12 H -1.120 -1.784 -0.442  C5 1.092
13 H 0.449 -1.569 0.338  C5 1.093
14 H -1.947 0.274 0.650  C6 1.077
15 H -0.892 0.195 3.109  C7 1.086
16 H 0.538 -0.576 2.274  C7 1.076
17 H -3.091 1.252 -1.453  O19 0.965
18 H 1.862 0.284 -1.797  N3 1.018
19 O -2.440 0.608 -1.148  H17 0.965

The charge is 0. Its LUMO energy is -0.1299 hartree. As for the HOMO-LUMO gap: 5.61 eV.

Here are the Mulliken charges for atoms 1 to 5, given in e: number 1, O, carries -0.5301; number 2, C, carries -0.4141; number 3, N, carries -0.0589; number 4, C, carries -0.1257; number 5, C, carries -0.8267

***

## x
The following is a quantum chemistry calculation of a cluster of 2 separate species, C5H11NO2 in total, from the Open Molecules 2025 dataset.

Bonds (Å) are listed after each position.
Cartesian coordinates (Å):
1 C -0.055 -0.666 2.278  O2 1.411, H8 1.101, H9 1.103, H10 1.096
2 O -0.179 -0.176 0.961  C1 1.411, C3 1.405
3 C 1.035 -0.122 0.255  O2 1.405, C4 1.532, H11 1.104, H12 1.103
4 C 0.691 0.000 -1.232  C3 1.532, C5 1.531, C6 1.471, H13 1.102
5 C -0.014 1.307 -1.603  C4 1.531, H14 1.098, H15 1.097, H16 1.096
6 C 1.869 -0.281 -2.067  C4 1.471, N7 1.163
7 N 2.706 -0.768 -2.711  C6 1.163
8 H 0.398 -1.670 2.296  C1 1.101
9 H 0.568 0.013 2.883  C1 1.103
10 H -1.058 -0.756 2.711  C1 1.096
11 H 1.647 0.735 0.586  C3 1.104
12 H 1.621 -1.036 0.445  C3 1.103
13 H -0.024 -0.804 -1.470  C4 1.102
14 H 0.581 2.173 -1.284  C5 1.098
15 H -0.158 1.385 -2.688  C5 1.097
16 H -1.028 1.257 -1.190  C5 1.096
17 O -3.102 0.044 0.407  H18 0.972, H19 0.998
18 H -2.155 0.185 0.576  O17 0.972
19 H -3.341 -0.820 0.846  O17 0.998

The charge is 0. Its LUMO energy is 0.0223 hartree. As for the HOMO-LUMO gap: 11.43 eV. As for the SMILES: COC[C@@H](C)C#N.O.

Here are the Mulliken charges for atoms 1 to 5, given in e: number 1, C, carries -0.7913; number 2, O, carries -0.2352; number 3, C, carries -0.8246; number 4, C, carries 0.8618; number 5, C, carries -1.2690

***

Stability check: which of them is most stable? x.